No. 1
DFT (wB97M-V/def2-TZVPD) results for 2 unconnected molecules or ions with the total composition C2H5Br in a non-equilibrium geometry.

Each line ends with the Löwdin charge.
CARTESIAN COORDINATES (ANGSTROEM)
H  -1.61974  1.37041  0.22053  -0.019
H  -0.00475  1.93981  -0.47972  -0.019
H  0.16278  -1.10836  -0.96227  -0.014
Br  -0.05547  2.23220  2.00498  0.588
C  0.51914  -0.90449  0.02517  0.069
H  1.54496  -0.66067  0.19076  -0.013
H  -0.05162  -1.26447  0.85955  -0.014
C  -0.57680  1.56666  0.35471  -0.577

Values from the calculation:
highest occupied orbital energy (spin up / spin down): -8.703 / -8.423 eV


No. 2
DFT (wB97M-V/def2-TZVPD) results for 2 unconnected molecules or ions with the total composition C2H5Br2N in a non-equilibrium geometry.

Each line ends with the Löwdin charge.
CARTESIAN COORDINATES (ANGSTROEM)
C  -0.21484  -1.03572  -1.17945  -0.114
H  0.76855  1.89657  1.98428  -0.314
H  -0.54180  1.06532  -1.22100  0.125
H  -0.01626  -1.83629  -0.44844  0.031
N  -0.75912  0.46181  0.66572  -0.455
H  0.77647  -0.75743  -1.66760  0.111
Br  2.08079  2.13875  2.53766  0.282
C  -0.57122  0.20968  -0.52617  -0.417
H  -0.83311  -1.25789  -2.04131  0.080
Br  -0.68945  -0.88480  1.89631  0.671

Values from the calculation:
highest occupied orbital energy: -9.835 eV


No. 3
DFT (wB97M-V/def2-TZVPD) results for a molecular structure, C2H5Br2P in a non-equilibrium geometry.

Each line ends with the Löwdin charge.
CARTESIAN COORDINATES (ANGSTROEM)
H  -0.39570  -0.49054  2.47931  0.059
H  -0.54188  -2.05779  0.66850  -0.116
H  1.66879  0.29121  -0.05012  0.013
P  -1.17870  -0.91495  0.18037  0.753
C  1.48495  0.54324  1.05275  -1.192
H  -0.92549  1.13052  1.57722  0.000
C  -0.43531  0.15066  1.50097  -0.492
Br  2.68552  -0.32711  2.22290  0.594
Br  1.54698  2.48887  1.21141  0.540
H  -0.13933  -0.49227  -0.58529  -0.159

Values from the calculation:
highest occupied orbital energy: -9.309 eV


No. 4
DFT (wB97M-V/def2-TZVPD) results for a gas-phase ion, C2H5Br3NO (charge +1) in a non-equilibrium geometry.

Each line ends with the Löwdin charge.
CARTESIAN COORDINATES (ANGSTROEM)
H  -2.08415  -1.03565  -0.13375  0.178
N  -1.29161  -0.59523  0.30369  0.150
H  -0.83319  1.49022  0.25894  0.096
Br  1.99868  2.11197  -0.54564  0.675
O  1.23415  -0.67285  -0.83999  -0.714
C  -0.63132  0.61690  -0.29963  -0.164
H  -1.75253  -0.37162  1.15089  0.139
Br  1.09510  -0.00067  1.86157  0.784
Br  2.97947  -1.38766  -0.88329  0.842
H  -0.51700  -1.16904  0.54035  0.064
C  0.92981  0.41924  -0.06990  -1.232
H  -1.12741  0.59440  -1.34324  0.181

Values from the calculation:
total charge: +1
highest occupied orbital energy: -14.378 eV


E_tot: -2653.0731 -5281.9360 -5568.4876 -7930.8979 (Eh)
Relative energy (zero: lowest compared OMol25 entry of this formula, charge and spin): 320.8 0.0 355.4 220.0 (kJ/mol)